Density functional theory data (wB97M-V/def2-TZVPD) for a structure of composition Cl2H3NSi.

```
7
Properties=species:S:1:pos:R:3:forces:R:3
N -0.30947 0.25798 -0.67715 0.60 -2.40 3.94
Si 0.50792 -0.20728 1.50808 -2.35 2.05 -3.50
Cl 2.38886 0.44533 1.38373 0.97 -0.36 0.06
Cl -0.41595 1.16098 2.72496 -0.16 -0.15 -0.09
H -0.66003 1.18497 -0.52637 0.34 0.69 -0.13
H 0.52744 0.19190 -1.23574 0.24 0.59 -0.05
H 0.12449 -1.48992 2.06778 0.36 -0.42 -0.23
```
Positions in Å, forces in eV/Å.

The calculated total energy is -34462.502 eV. For the frontier orbital gap, the calculation gives 9.79 eV. As for the maximum force: 0.091 hartree/bohr. As for the energy relative to the best compared isomer or geometry (same formula, charge and spin): 51.79 kcal per mole.